# 1
A 2-piece molecular cluster, C4H6O2 overall. Source: the OMol25 dataset; level of theory: the ωB97M-V functional and the def2-TZVPD basis.

Structure (XYZ):
```
12
Properties=species:S:1:pos:R:3:forces:R:3
O 0.4755 2.2207 0.2483 0.281 -0.709 0.160
O 1.4796 -0.7733 0.8413 -0.137 -0.018 0.262
C 1.8192 0.1332 -0.2550 0.083 0.095 -0.200
C -1.9340 -0.5565 -0.2715 0.003 0.002 -0.047
C 0.6572 -0.0177 1.5450 0.202 -0.070 -0.096
C 0.8663 1.1153 0.4607 -0.220 0.657 -0.195
H -2.8042 0.1004 -0.3168 0.086 -0.093 0.011
H 2.8861 0.3697 -0.2552 -0.149 0.006 -0.012
H 1.4959 -0.2660 -1.2198 0.032 0.061 0.129
H -1.4990 -0.5089 0.7311 -0.100 0.002 -0.160
H -1.2127 -0.2312 -1.0278 -0.088 -0.049 0.136
H -2.2299 -1.5858 -0.4804 0.006 0.114 0.013
```
Forces are in eV/Å.

Summary:
Charge: 0
Orbital gap: 8.30 eV


# 2
C37H46BrCsN8O4S2 as an isolated structure in a non-equilibrium geometry. Source: the OMol25 dataset; level of theory: the ωB97M-V functional and the def2-TZVPD basis.

Structure (XYZ):
```
99
Properties=species:S:1:pos:R:3:forces:R:3
Cs -0.3067 -0.9434 -0.3913 0.015 0.475 0.091
Br 0.2218 3.1167 6.9278 -0.002 0.006 0.000
S 2.3264 -2.8997 0.5574 0.284 0.151 0.045
S 1.8822 -5.6827 1.7349 0.055 -0.140 0.086
O -1.8983 0.4938 1.9508 -0.178 -0.125 -0.022
O -2.7569 0.6267 -1.7195 -0.099 0.252 0.191
O 0.5889 0.2363 2.5391 -0.165 -0.039 0.252
O -4.7326 1.4237 -2.3793 -0.088 0.016 -0.082
N -1.8430 -2.3153 -2.7836 0.216 0.669 -0.420
N 0.2898 -4.6822 0.0700 0.449 0.240 0.360
N 2.0120 0.4501 -1.9015 0.117 -0.070 -0.171
N -3.9961 2.6075 2.2773 -0.044 0.036 -0.074
N -4.7895 1.9140 4.2497 -0.017 0.017 -0.003
N -0.2499 -3.7659 -0.8124 0.629 -0.230 0.108
N 1.9352 0.3173 -3.2395 -0.024 -0.021 -0.003
N -6.1313 0.1669 -0.5758 -0.057 0.057 -0.023
C -0.1208 0.9881 3.3873 0.175 0.043 -0.056
C 0.2821 5.4591 0.0143 0.004 -0.011 -0.016
C -5.3589 2.7776 2.2058 0.015 -0.052 -0.016
C -4.0227 -2.0847 -3.7965 0.085 0.551 -0.368
C 1.9987 0.2218 2.7247 0.140 0.006 -0.083
C 3.4308 -5.1281 2.4580 0.047 -0.005 0.012
C 3.6196 1.3048 -0.2754 0.013 -0.047 -0.087
C -4.5004 -3.1958 -3.0708 0.035 -0.637 0.466
C -7.2125 2.3272 3.6943 0.029 -0.008 0.009
C -6.5062 -1.2341 -0.8359 -0.009 -0.035 -0.004
C -2.3199 1.8590 3.9093 -0.007 -0.015 0.028
C -2.6986 -1.7176 -3.6063 -0.025 -0.203 0.138
C 3.1809 0.7031 -5.3607 -0.003 -0.004 0.003
C 0.0558 3.9478 0.1810 -0.072 0.008 -0.023
C 0.9755 3.3422 1.2433 -0.010 0.088 -0.037
C -4.6758 0.1506 -0.3450 0.046 0.108 0.040
C 0.2528 3.2531 -1.1763 0.238 0.027 0.295
C 3.8896 1.1912 -2.8879 0.019 -0.006 -0.009
C -1.4869 1.1200 3.0876 0.005 0.017 -0.030
C 1.3940 -4.3241 0.6617 -0.587 -0.324 -0.363
C -5.5800 -2.0645 0.0468 -0.012 -0.050 0.013
C -3.7190 2.1037 3.5233 0.057 -0.008 -0.030
C -3.9394 0.7385 -1.5477 0.125 -0.112 -0.160
C -5.8407 2.3268 3.4463 0.004 0.018 -0.020
C -4.2542 -1.3050 -0.0540 0.043 -0.059 -0.020
C 3.2003 0.9769 -1.6692 -0.055 0.131 0.001
C 3.0416 0.7495 -3.8765 -0.012 -0.006 0.018
C -6.1963 3.2365 1.1939 0.027 -0.035 0.002
C -7.5528 3.2322 1.4630 -0.022 -0.024 0.015
C -1.8207 2.4471 5.0770 -0.052 0.039 0.053
C 0.3786 1.6013 4.5263 -0.047 0.019 0.035
C -8.0531 2.7821 2.6956 -0.016 0.012 -0.032
C -1.4819 -4.0553 -1.0927 -1.116 0.024 -0.774
C -3.6453 -3.8257 -2.2018 -0.568 0.055 -0.443
C -1.4169 3.7351 0.5922 0.048 0.031 0.058
C -2.3164 -3.3683 -2.0443 0.568 -0.979 0.976
C -0.4862 2.3070 5.3554 0.036 -0.035 -0.041
H 1.4279 1.5465 4.7648 0.014 -0.001 -0.020
H -3.6561 -1.6853 -0.8816 -0.027 0.013 0.046
H -5.8053 3.5666 0.2395 -0.002 0.007 0.005
H -9.1234 2.7895 2.8599 -0.001 0.002 0.007
H -5.6423 1.2397 -2.0494 0.043 0.043 0.051
H -5.4837 -3.0974 -0.2883 0.020 0.062 -0.001
H -6.3144 -1.4568 -1.8889 0.039 -0.007 0.029
H 2.2531 -0.1687 3.7146 -0.018 -0.013 0.009
H 2.8441 1.9072 0.2178 0.033 0.006 0.071
H -8.2449 3.5740 0.7040 0.000 0.008 -0.003
H -7.5940 1.9737 4.6434 -0.007 0.003 -0.002
H 4.8722 1.6130 -3.0227 0.007 0.002 0.008
H -1.9389 -4.9140 -0.5938 -0.031 -0.031 0.000
H 2.3841 -0.4626 1.9754 -0.009 -0.032 -0.005
H 2.4250 1.3189 -5.8525 -0.003 0.002 -0.004
H 3.0827 -0.3163 -5.7393 0.000 -0.003 0.000
H -6.6040 0.5111 0.2519 0.013 -0.014 -0.013
H -5.5196 -3.5487 -3.1922 -0.014 -0.019 -0.004
H 1.3341 5.6476 -0.2131 0.000 0.010 -0.005
H -3.6510 -1.4106 0.8494 -0.020 0.058 -0.025
H 3.3021 -4.2007 3.0108 -0.020 0.010 0.018
H -1.5981 2.6567 0.6592 -0.008 0.000 0.018
H 3.7741 0.3868 0.2948 -0.003 -0.006 0.003
H -2.1225 4.1636 -0.1359 -0.004 0.018 -0.032
H 0.0388 5.9872 0.9409 0.001 -0.001 0.000
H -3.2916 2.9206 1.6174 0.014 0.027 0.024
H 1.1114 -0.0959 -3.6432 0.001 -0.040 0.021
H -3.9783 -4.6775 -1.6184 0.022 -0.030 0.009
H -1.5812 4.2066 1.5692 -0.045 -0.069 0.001
H 4.5558 1.8652 -0.2803 -0.003 0.022 -0.001
H -4.6496 -1.5342 -4.4863 0.006 0.006 -0.018
H -4.4433 0.8316 0.4763 -0.018 -0.008 0.057
H 4.1972 -4.9720 1.7017 -0.017 -0.008 -0.021
H 4.1612 1.0777 -5.6500 0.005 0.001 -0.004
H -5.9491 -2.0664 1.0762 -0.031 0.027 0.030
H -0.5511 3.4609 -1.8914 -0.017 -0.003 0.005
H 0.7818 3.9552 2.1588 -0.020 0.006 0.012
H -7.5684 -1.3816 -0.6425 -0.026 0.006 0.025
H 3.7347 -5.9309 3.1341 0.027 0.019 0.021
H -0.3285 5.8807 -0.7976 0.000 0.007 -0.005
H -2.3058 -0.8646 -4.1539 0.015 0.040 -0.020
H -2.4827 3.0113 5.7173 0.002 -0.002 0.002
H 2.3876 1.2318 2.5727 -0.034 0.030 -0.027
H -2.8610 0.4513 1.9177 0.023 0.057 0.037
H 1.2070 3.5533 -1.6206 0.001 0.002 0.001
H 0.3305 2.1830 -0.9852 -0.146 -0.024 -0.189
```
Forces are in eV/Å.

Summary:
Charge: -2
Orbital gap (spin up / spin down): 4.07 / 3.09 eV


# 3
One molecule with the formula C7H10 in a non-equilibrium geometry. Source: the OMol25 dataset; level of theory: the ωB97M-V functional and the def2-TZVPD basis.

Structure (XYZ):
```
17
Properties=species:S:1:pos:R:3:forces:R:3
C -1.9058 -0.3469 -1.0465 1.916 -0.875 0.584
C -1.1061 -0.0723 0.1732 -2.921 0.487 1.608
C -0.3736 0.0370 -1.0573 0.661 -2.170 -0.831
C 0.7655 -0.5628 1.2620 4.332 -3.329 3.591
C -0.5077 -0.7721 1.3090 -2.614 -0.386 0.279
C 0.7304 0.9662 -0.7408 0.866 3.220 -0.026
C 1.5769 0.3370 0.3991 0.842 -2.613 -3.454
H 0.1625 -0.9208 -1.4778 -0.968 1.541 1.215
H 1.2575 1.0593 -1.6803 1.004 0.679 0.160
H -2.7074 0.3545 -1.2100 -0.367 -0.569 -0.587
H 1.9183 1.1305 1.0007 1.073 0.693 0.702
H -1.7969 -1.4562 -1.2019 -1.473 1.330 -0.749
H 2.4368 -0.1847 -0.2412 -1.287 0.669 2.261
H -1.0316 -1.2334 2.1978 0.619 0.204 -1.435
H -1.3787 0.9512 0.4525 0.140 0.008 0.229
H 1.3119 -1.2756 2.0606 -0.478 2.205 -1.565
H 0.6481 1.9892 -0.1991 -1.345 -1.094 -1.982
```
Forces are in eV/Å.

Summary:
Structure (SMILES): C1=C[C@@H]2C[C@H]2CC1
Charge: 0
Orbital gap: 10.18 eV


# 4
C5H6O2 as an isolated structure in a non-equilibrium geometry. Source: the OMol25 dataset; level of theory: the ωB97M-V functional and the def2-TZVPD basis.

Structure (XYZ):
```
13
Properties=species:S:1:pos:R:3:forces:R:3
O 1.1977 0.9957 0.2043 -0.554 0.703 1.828
O -2.1134 0.6349 -1.2377 0.125 0.275 0.502
C 1.0755 -0.3816 0.3257 -0.886 -0.707 -1.500
C -0.3009 -0.8276 -0.3711 0.138 0.325 0.989
C 0.0044 1.5090 -0.3215 0.880 -2.384 -3.248
C -0.0134 -0.9468 1.1194 -0.562 -0.149 0.442
C -1.0566 0.5008 -0.6694 1.503 -1.645 0.594
H -0.5094 -1.7323 -0.9376 0.237 0.337 -0.032
H 2.0180 -0.9040 0.1935 -0.220 0.084 -0.048
H 0.1500 -1.9517 1.5008 -0.075 0.200 -0.036
H 0.3572 0.8601 -1.5489 -1.139 3.049 1.254
H -0.2352 2.5315 -0.0390 0.406 0.022 -0.744
H -0.5739 -0.2878 1.7815 0.147 -0.108 -0.002
```
Forces are in eV/Å.

Summary:
Charge: 0
Orbital gap: 10.10 eV


# 5
C41H46N7PtS as an isolated structure. Source: the OMol25 dataset; level of theory: the ωB97M-V functional and the def2-TZVPD basis.

Structure (XYZ):
```
96
Properties=species:S:1:pos:R:3:forces:R:3
Pt 0.9777 -0.1922 -0.3052 0.083 -0.001 0.105
S 2.3029 -0.1848 -2.1943 0.043 0.037 0.109
N 3.9271 0.3311 0.0220 0.024 -0.006 0.005
N -0.0094 0.7204 4.0350 0.017 -0.020 0.017
N 0.5999 0.3939 1.6783 -0.070 -0.179 -0.073
N -2.3538 0.9429 4.8090 -0.009 0.028 -0.008
N -1.0217 -1.1916 -0.5433 -0.025 0.046 -0.042
N 2.7582 2.1219 -0.6837 0.008 -0.009 0.006
N -1.2173 1.6556 -0.5466 -0.017 -0.007 0.008
C 0.7278 -2.5402 -3.9810 -0.010 -0.041 -0.003
C -0.8723 3.5708 -1.9475 0.014 0.025 -0.034
C -1.4231 -4.8515 -0.0561 0.070 -0.008 0.009
C -1.6881 -1.8741 -4.1671 0.010 -0.030 0.001
C -2.1666 -1.9122 2.1370 0.033 -0.004 0.035
C 0.2638 0.5450 2.7800 0.018 0.039 0.015
C -1.4987 2.2523 -3.9986 0.002 0.002 0.006
C -0.9500 3.9531 2.7908 0.009 0.003 -0.006
C -1.0365 -2.6077 -0.7659 -0.055 -0.023 0.059
C -3.6246 1.2592 -1.1196 -0.005 -0.012 0.012
C -1.6820 5.2466 0.1353 -0.006 0.001 0.005
C -0.5090 -2.0740 -3.2111 -0.027 0.011 -0.015
C -1.3851 5.7795 -1.1089 0.006 0.000 0.007
C -0.9924 -4.3932 -2.3622 -0.001 -0.002 0.000
C -0.9595 4.9450 -2.1325 0.003 -0.007 0.002
C -5.6523 -0.0490 -1.6284 -0.011 -0.010 0.005
C -0.3716 2.6378 -3.0371 -0.005 0.011 0.020
C -1.2690 3.0525 -0.7052 -0.027 0.014 0.032
C -1.2968 -5.2980 -1.3608 -0.003 -0.003 -0.003
C -0.8500 -3.0381 -2.0869 0.002 0.002 -0.016
C -6.1978 -1.3509 -1.7477 -0.005 0.005 0.007
C -5.4088 -2.4492 -1.5234 0.000 0.005 0.000
C -1.6133 3.8776 0.3713 0.032 -0.004 -0.007
C -3.3399 3.4701 2.1734 0.015 0.001 -0.001
C -4.3041 0.0325 -1.2741 0.008 0.009 0.003
C 3.2456 2.5025 0.6483 0.003 0.008 0.014
C 0.8205 3.2092 -3.8011 -0.011 0.007 -0.018
C 0.0574 -3.1084 2.3443 -0.018 0.028 0.012
C -1.3586 -3.1556 1.7593 -0.053 0.002 -0.002
C 3.9395 1.2312 1.1772 0.005 -0.002 0.000
C -3.4817 -1.0993 -1.0559 0.004 0.003 -0.065
C -1.2712 0.8311 4.4023 -0.007 0.005 -0.017
C -1.2826 -3.5074 0.2810 0.011 0.025 -0.027
C 2.7506 0.6815 -0.7203 0.002 0.052 -0.086
C -4.0382 -2.3470 -1.1791 0.013 0.009 -0.038
C -6.3284 1.1791 -1.8372 -0.002 0.002 -0.002
C -5.6631 2.3699 -1.6969 0.006 -0.005 0.002
C -2.1248 -0.5813 -0.7335 0.022 -0.053 0.034
C -4.2945 2.4330 -1.3349 -0.002 0.009 0.011
C -2.2251 0.9283 -0.7467 0.022 0.057 -0.013
C -1.8765 3.3142 1.7549 -0.020 -0.021 -0.016
H -2.3383 -1.9030 3.2147 0.000 0.000 0.000
H -6.1965 3.2970 -1.8640 0.003 0.002 0.000
H 0.0234 -2.8444 3.4038 -0.001 -0.004 -0.007
H 0.0973 3.7986 2.5244 -0.005 -0.003 0.007
H -5.8397 -3.4380 -1.6176 0.001 -0.002 0.000
H 3.3757 0.8241 2.0231 -0.011 0.002 -0.005
H 1.6490 3.4344 -3.1285 -0.002 0.012 0.001
H -1.8750 3.1352 -4.5242 -0.003 0.001 0.002
H -3.4919 3.0251 3.1578 -0.003 -0.010 0.006
H -0.8671 -4.7415 -3.3804 0.002 0.005 -0.002
H 1.8244 2.4689 -0.8606 0.004 0.006 0.004
H -1.9812 -2.8234 -4.6251 -0.005 0.004 -0.005
H 0.5324 -3.4577 -4.5430 -0.014 -0.010 -0.002
H -1.1368 1.5407 -4.7443 0.005 -0.001 0.005
H -1.6378 -0.9943 1.8907 0.004 -0.002 -0.004
H 4.9632 1.4260 1.5011 -0.003 -0.004 0.008
H -1.8707 -4.0063 2.2211 -0.002 -0.003 0.004
H -1.1268 3.5089 3.7705 0.010 -0.020 0.014
H 1.0299 -1.7693 -4.6925 0.003 -0.001 0.005
H 3.8826 -0.6433 0.2856 0.006 -0.003 -0.005
H -0.2526 -1.1116 -2.7658 -0.028 -0.025 -0.028
H -7.2405 -1.4733 -2.0167 0.000 0.002 -0.001
H 3.9374 3.3441 0.5737 0.001 -0.005 -0.009
H 1.5633 -2.7118 -3.3029 -0.013 -0.001 -0.017
H -1.4493 6.8484 -1.2713 -0.002 0.000 -0.001
H -2.3401 1.7966 -3.4729 0.003 -0.001 -0.016
H -1.6438 2.2478 1.7302 -0.019 0.001 -0.001
H 1.1781 2.4715 -4.5212 0.007 -0.012 0.019
H -3.1410 -1.8994 1.6427 0.012 -0.004 0.023
H -0.0182 1.7263 -2.5458 -0.006 -0.011 -0.019
H 0.5585 4.1163 -4.3520 -0.006 -0.002 -0.012
H -1.4174 -6.3494 -1.5912 -0.005 0.000 0.001
H 2.4275 2.7891 1.3162 0.000 -0.005 0.002
H 0.6642 -2.3642 1.8285 0.016 0.085 -0.034
H -1.1265 5.0289 2.8713 -0.003 -0.002 -0.009
H -2.5636 -1.4659 -3.6607 -0.023 0.009 0.031
H -3.8050 3.3923 -1.2335 -0.009 0.003 -0.004
H -3.6161 4.5278 2.2201 -0.005 -0.003 0.008
H -1.6331 -5.5606 0.7369 -0.002 -0.002 0.003
H -4.0122 2.9779 1.4682 -0.002 -0.004 -0.009
H -1.9633 5.9071 0.9473 -0.005 -0.001 -0.002
H 0.5477 -4.0788 2.2397 0.007 0.014 -0.001
H -3.4645 -3.2501 -1.0300 -0.005 -0.002 -0.010
H -1.4081 -1.1860 -4.9680 -0.003 -0.001 0.006
H -7.3766 1.1708 -2.1123 -0.001 0.000 0.000
H -0.6789 5.3720 -3.0873 0.006 -0.001 -0.001
```
Forces are in eV/Å.

Summary:
Charge: -1
Orbital gap: 5.84 eV


# 6
C25H20Br2CuN4O3Se as an isolated structure. Source: the OMol25 dataset; level of theory: the ωB97M-V functional and the def2-TZVPD basis.

Structure (XYZ):
```
56
Properties=species:S:1:pos:R:3:forces:R:3
Br -4.7485 -4.5691 2.0706 -0.013 -0.011 0.011
Br -3.0029 -2.6537 -2.9354 0.022 0.018 0.000
Se 2.8475 1.0497 -3.7988 0.028 -0.318 0.424
Cu -0.1141 0.2101 -0.0834 -0.649 0.221 0.064
O -1.3752 2.3355 1.4996 -0.239 -0.010 0.387
O 0.3823 2.0088 0.1905 0.695 -0.367 -0.026
O -1.2049 -0.9027 -1.1428 0.389 0.060 -0.167
N 4.1560 0.0627 -3.1223 0.070 -0.056 0.083
N 1.7269 0.7093 -2.4756 -0.007 0.002 0.103
N 1.7669 -0.5222 -0.4782 0.203 0.038 -0.251
N -1.0272 -0.8381 1.5002 0.136 0.104 -0.414
C -0.4334 2.7599 0.8491 -0.358 0.220 -0.476
C 2.3676 -0.0763 -1.6337 -0.355 0.183 -0.101
C -0.8846 -0.7546 2.7970 0.043 0.071 0.359
C 4.4274 -1.3089 -1.1069 -0.090 0.051 -0.023
C -1.9217 -1.7022 0.9566 -0.136 -0.166 -0.054
C 0.3519 8.4542 0.1656 0.031 0.032 0.003
C 0.3707 6.3700 1.5760 -0.023 -0.007 -0.067
C -1.9743 -1.7052 -0.4772 -0.136 -0.105 0.060
C -1.6551 -1.5639 3.6622 -0.002 0.018 -0.095
C 2.4572 -1.3121 0.2858 0.018 -0.011 0.027
C -0.2015 4.2324 0.6675 0.094 0.058 0.168
C -0.4094 4.8112 -0.5859 0.041 -0.058 0.049
C -2.5653 -2.4384 3.1449 0.030 -0.007 -0.059
C -2.8697 -2.5824 -1.0560 -0.106 -0.112 0.026
C 3.7034 -0.4424 -1.9843 0.305 0.073 -0.345
C 3.7969 -1.7366 0.0120 -0.049 0.075 -0.075
C -3.6302 -3.4072 1.0764 0.076 0.060 -0.022
C -0.2362 6.1800 -0.7239 0.007 -0.022 0.088
C 0.1018 0.2372 3.3189 0.004 0.058 0.120
C -0.8186 3.9690 -1.7596 -0.037 0.011 -0.133
C -2.7299 -2.5370 1.7445 -0.145 -0.109 0.033
C 0.1877 5.0038 1.7565 -0.036 0.091 -0.065
C 0.1568 6.9753 0.3465 0.007 -0.019 0.015
C 0.3953 4.3818 3.1067 -0.001 -0.016 0.088
C -3.6931 -3.4241 -0.2874 0.059 0.045 0.100
H -0.2076 1.2366 3.0068 0.000 -0.060 0.047
H 1.9649 -1.6568 1.1884 -0.019 -0.020 0.022
H -4.3760 -4.0900 -0.7932 -0.034 -0.025 -0.012
H -0.0003 3.3234 -2.0783 0.025 -0.033 -0.006
H 0.9019 5.0750 3.7758 0.012 0.016 0.037
H 5.4374 -1.5994 -1.3507 0.083 -0.014 -0.035
H -0.5586 4.1009 3.5538 -0.028 -0.013 0.009
H -1.1168 4.5956 -2.5996 -0.002 0.007 -0.001
H 4.2818 -2.3929 0.7179 0.027 -0.039 0.028
H 0.9982 3.4760 3.0376 0.043 -0.047 -0.001
H -0.4149 6.6383 -1.6880 -0.017 0.040 -0.097
H 1.0949 0.0500 2.9096 0.049 0.001 -0.046
H -1.5153 -1.4742 4.7293 0.004 0.005 0.042
H 0.4866 8.9532 1.1233 0.006 0.023 0.040
H -3.1599 -3.0650 3.7949 -0.026 -0.004 0.006
H -0.5053 8.9052 -0.3327 -0.046 0.024 -0.029
H 0.6785 6.9753 2.4183 0.032 0.062 0.087
H 1.2312 8.6634 -0.4457 0.025 -0.001 -0.020
H -1.6574 3.3192 -1.5084 -0.039 -0.035 0.009
H 0.1615 0.1941 4.4025 0.028 0.018 0.085
```
Forces are in eV/Å.

Summary:
2S+1: 2
Charge: 0
Orbital gap (spin up / spin down): 5.81 / 5.80 eV


It is found that the energy relative to the best compared isomer or geometry (same formula, charge and spin) values, taken in the order of the records, are 105.35 26.62 111.86 91.11 0.00 7.42 kcal per mole.